1.
This record from the OMol25 dataset describes a 11-piece molecular cluster, C30H84N2O22 overall in a non-equilibrium geometry. The level of theory is ωB97M-V/def2-TZVPD.

* Kohn-Sham gap (spin up / spin down): 7.8 / 2.3 eV
* HOMO level (spin up / spin down): -10.70 / -10.70 eV
* LUMO level (spin up / spin down): -2.95 / -8.44 eV
* multiplicity: 2
* charge: +1

Each line ends with the Löwdin spin population.
Cartesian coordinates (Å):
C1 -1.219 2.650 -5.972  0.00
O1 -1.847 3.146 -4.781  0.00
C2 -0.931 3.247 -3.724  0.00
C3 -1.752 3.493 -2.402  0.00
N1 -2.624 2.384 -2.098  0.00
C4 -3.657 2.658 -1.118  0.00
C5 -4.507 1.421 -0.935  0.00
O2 -3.894 0.276 -0.385  0.00
C6 -3.377 0.463 0.915  0.00
H1 -0.442 3.296 -6.380  0.00
H2 -2.010 2.640 -6.722  0.00
H3 -0.731 1.680 -5.870  0.00
H4 -0.289 4.045 -4.097  0.00
H5 -0.338 2.356 -3.518  0.00
H6 -2.434 4.295 -2.683  0.00
H7 -1.185 3.787 -1.520  0.00
H8 -3.127 2.181 -2.951  0.00
H9 -4.257 3.509 -1.440  0.00
H10 -3.182 3.048 -0.218  0.00
H11 -4.893 1.163 -1.921  0.00
H12 -5.400 1.701 -0.376  0.00
H13 -3.269 -0.421 1.543  0.00
H14 -4.036 1.096 1.509  0.00
H15 -2.403 0.946 0.839  0.00
C7 -2.469 -9.019 5.072  0.01
O3 -3.577 -9.277 4.228  0.01
C8 -4.321 -8.113 3.849  0.01
C9 -3.561 -7.260 2.883  0.08
N2 -4.204 -5.978 2.682  0.63
C10 -3.531 -5.275 1.524  0.05
C11 -2.086 -4.762 1.764  0.06
O4 -1.969 -3.350 1.431  0.05
C12 -1.893 -3.090 0.052  0.00
H16 -2.706 -8.290 5.847  0.00
H17 -1.637 -8.739 4.426  0.00
H18 -2.111 -9.826 5.711  0.00
H19 -4.487 -7.490 4.728  0.00
H20 -5.253 -8.613 3.581  0.00
H21 -3.465 -7.830 1.959  0.01
H22 -2.532 -7.107 3.208  0.04
H23 -4.206 -5.522 3.583  0.02
H24 -4.130 -4.377 1.378  0.01
H25 -3.652 -5.782 0.567  0.00
H26 -1.413 -5.433 1.231  0.01
H27 -1.752 -4.818 2.800  0.00
H28 -1.949 -2.014 -0.117  0.00
H29 -2.733 -3.476 -0.526  0.00
H30 -0.989 -3.536 -0.361  0.00
C13 3.631 5.554 -2.036  0.00
C14 2.232 4.959 -1.726  0.00
O5 1.777 5.033 -0.430  0.00
O6 3.625 6.939 -1.807  0.00
H31 3.993 5.310 -3.035  0.00
H32 4.358 5.122 -1.348  0.00
H33 2.204 3.887 -1.919  0.00
H34 1.527 5.468 -2.384  0.00
H35 2.257 4.423 0.136  0.00
H36 2.879 7.346 -2.252  0.00
C15 4.325 -0.723 -0.297  0.00
C16 3.807 -1.978 -1.112  0.00
O7 4.387 -1.986 -2.419  0.00
O8 3.940 -0.789 1.096  0.00
H37 3.832 0.178 -0.663  0.00
H38 5.394 -0.630 -0.492  0.00
H39 2.722 -1.994 -1.013  0.00
H40 4.058 -2.888 -0.566  0.00
H41 4.054 -1.225 -2.900  0.00
H42 4.383 -0.074 1.559  0.00
C17 -1.343 5.442 1.143  0.00
C18 -0.836 4.024 1.376  0.00
O9 -1.599 3.369 2.364  0.00
O10 -2.691 5.419 0.739  0.00
H43 -0.787 5.836 0.293  0.00
H44 -1.149 5.928 2.099  0.00
H45 0.215 3.933 1.654  0.00
H46 -0.993 3.400 0.496  0.00
H47 -1.192 2.504 2.452  0.00
H48 -3.133 4.856 1.378  0.00
C19 -0.138 -2.629 -3.762  0.00
C20 -0.094 -1.976 -5.150  0.00
O11 0.083 -0.611 -5.021  0.00
O12 -1.338 -2.408 -3.117  0.00
H49 0.611 -2.328 -3.030  0.00
H50 -0.030 -3.714 -3.770  0.00
H51 -0.924 -2.157 -5.833  0.00
H52 0.789 -2.349 -5.670  0.00
H53 -0.345 -0.282 -5.816  0.00
H54 -1.294 -1.558 -2.675  0.00
C21 -0.103 -2.260 3.556  0.00
C22 0.862 -2.117 2.316  0.00
O13 1.553 -0.871 2.333  0.00
O14 -1.382 -1.576 3.315  0.00
H55 0.312 -1.758 4.430  0.00
H56 -0.338 -3.295 3.803  0.00
H57 0.382 -2.223 1.343  0.00
H58 1.680 -2.835 2.250  0.00
H59 2.396 -0.876 1.875  0.00
H60 -1.800 -2.167 2.685  0.00
C23 2.914 2.190 2.096  0.00
C24 3.971 2.101 3.166  0.00
O15 4.750 0.920 3.041  0.00
O16 3.237 3.071 1.026  0.00
H61 2.075 2.726 2.538  0.00
H62 2.598 1.255 1.632  0.00
H63 3.521 2.112 4.159  0.00
H64 4.598 2.991 3.225  0.00
H65 5.454 0.885 3.693  0.00
H66 4.009 2.757 0.551  0.00
C25 0.986 1.002 -1.298  0.00
C26 -0.134 0.061 -0.789  0.00
O17 -1.133 -0.014 -1.733  0.00
O18 1.445 0.452 -2.492  0.00
H67 1.798 1.028 -0.572  0.00
H68 0.573 2.004 -1.415  0.00
H69 -0.569 0.443 0.135  0.00
H70 0.279 -0.943 -0.692  0.00
H71 -1.675 0.770 -1.615  0.00
H72 0.663 0.126 -2.944  0.00
C27 -1.339 0.977 5.362  0.00
C28 -0.116 1.278 4.400  0.00
O19 -0.386 0.997 3.050  0.00
O20 -1.539 -0.376 5.629  0.00
H73 -2.221 1.464 4.945  0.00
H74 -1.078 1.458 6.305  0.00
H75 0.606 0.585 4.833  0.00
H76 0.211 2.292 4.629  0.00
H77 -0.007 0.135 2.862  0.00
H78 -1.496 -0.793 4.765  0.00
C29 5.057 0.881 -4.213  0.00
C30 4.240 2.133 -3.876  0.00
O21 3.707 2.010 -2.561  0.00
O22 4.126 -0.106 -4.482  0.00
H79 5.733 0.553 -3.423  0.00
H80 5.671 1.162 -5.068  0.00
H81 3.460 2.277 -4.624  0.00
H82 4.830 3.050 -3.880  0.00
H83 3.025 1.338 -2.621  0.00
H84 3.826 0.006 -5.387  0.00



2.
This record from the OMol25 dataset describes a 9-piece molecular cluster, C30H84N6O9 overall in a non-equilibrium geometry. The level of theory is ωB97M-V/def2-TZVPD.

* Kohn-Sham gap (spin up / spin down): 1.6 / 9.2 eV
* HOMO level (spin up / spin down): 0.70 / -6.88 eV
* LUMO level (spin up / spin down): 2.34 / 2.34 eV
* multiplicity: 2
* charge: -1

Each line ends with the Löwdin spin population.
Cartesian coordinates (Å):
C1 -7.575 -1.231 1.550  0.00
C2 -6.470 -1.958 2.363  0.00
C3 -5.162 -1.129 2.478  0.01
O1 -4.132 -2.103 2.947  0.01
C4 -2.972 -1.560 3.586  0.01
N1 -6.965 -2.180 3.695  0.00
H1 -7.784 -0.210 1.866  0.00
H2 -8.511 -1.760 1.727  0.00
H3 -7.389 -1.245 0.475  0.00
H4 -6.246 -2.914 1.889  0.00
H5 -5.241 -0.295 3.175  0.00
H6 -4.859 -0.714 1.517  0.01
H7 -2.104 -2.217 3.527  0.00
H8 -3.140 -1.184 4.595  0.01
H9 -2.586 -0.727 2.998  0.00
H10 -7.180 -1.345 4.221  0.00
H11 -6.071 -2.339 4.136  0.00
C5 -7.633 2.021 -3.171  0.01
C6 -6.663 1.307 -4.060  0.01
C7 -6.399 -0.161 -3.608  0.01
O2 -5.891 -0.316 -2.273  0.01
C8 -4.446 -0.372 -2.314  0.05
N2 -7.166 1.362 -5.469  0.00
H12 -7.285 1.955 -2.141  0.00
H13 -8.633 1.597 -3.265  0.00
H14 -7.830 3.073 -3.377  0.00
H15 -5.744 1.886 -4.154  0.01
H16 -5.745 -0.565 -4.381  0.01
H17 -7.394 -0.604 -3.650  0.00
H18 -4.152 -1.220 -2.932  0.02
H19 -3.936 -0.584 -1.374  0.01
H20 -4.096 0.600 -2.663  0.01
H21 -6.521 0.948 -6.127  0.01
H22 -7.320 2.275 -5.875  0.00
C9 1.855 -0.464 3.714  0.02
C10 2.485 -1.633 2.976  0.02
C11 1.485 -2.798 2.951  0.01
O3 0.943 -3.107 4.196  0.01
C12 0.003 -4.146 4.155  0.01
N3 2.957 -1.283 1.663  0.01
H23 1.091 0.060 3.141  0.00
H24 2.533 0.347 3.983  0.01
H25 1.381 -0.691 4.668  0.01
H26 3.298 -2.026 3.587  0.01
H27 1.953 -3.623 2.414  0.00
H28 0.658 -2.524 2.296  0.00
H29 -0.424 -4.332 5.140  0.00
H30 0.560 -5.050 3.904  0.00
H31 -0.827 -3.865 3.508  0.00
H32 3.651 -0.551 1.728  0.01
H33 3.513 -2.084 1.401  0.01
C13 1.915 3.642 2.470  0.02
C14 3.083 4.266 1.769  0.01
C15 3.193 5.813 1.744  0.01
O4 3.600 6.447 2.967  0.00
C16 3.243 7.776 3.211  0.01
N4 4.364 3.746 2.221  0.01
H34 0.951 4.032 2.143  0.01
H35 1.920 3.887 3.532  0.01
H36 1.950 2.563 2.321  0.00
H37 2.951 4.011 0.718  0.00
H38 2.192 6.052 1.387  0.01
H39 3.895 6.174 0.992  0.00
H40 3.366 8.082 4.249  0.00
H41 2.254 7.954 2.789  0.00
H42 4.000 8.304 2.630  0.00
H43 4.067 2.836 2.542  0.01
H44 4.699 4.147 3.085  0.00
C17 1.470 -4.413 -0.715  0.02
C18 2.455 -3.686 -1.607  0.00
C19 3.529 -4.544 -2.309  0.01
O5 4.407 -5.276 -1.356  0.00
C20 5.597 -5.814 -1.943  0.00
N5 1.751 -2.860 -2.578  0.01
H45 1.932 -5.045 0.044  0.00
H46 0.750 -5.076 -1.195  0.01
H47 0.945 -3.682 -0.100  0.00
H48 3.001 -3.028 -0.931  0.00
H49 4.144 -3.919 -2.957  0.00
H50 2.997 -5.337 -2.833  0.00
H51 6.349 -5.025 -1.968  0.00
H52 5.386 -6.114 -2.970  0.00
H53 6.077 -6.538 -1.286  0.00
H54 0.890 -3.262 -2.920  0.02
H55 1.638 -1.975 -2.104  0.00
C21 5.788 0.759 -0.987  0.01
C22 4.741 1.322 -1.979  0.01
C23 4.197 0.239 -2.924  0.00
O6 5.187 -0.569 -3.548  0.00
C24 5.941 0.205 -4.509  0.01
N6 3.555 1.815 -1.321  0.00
H56 6.559 0.251 -1.566  0.00
H57 5.393 0.207 -0.135  0.00
H58 6.327 1.600 -0.550  0.00
H59 5.192 2.090 -2.607  0.00
H60 3.418 0.439 -3.659  0.00
H61 3.629 -0.484 -2.337  0.00
H62 6.670 -0.479 -4.942  0.00
H63 6.389 1.091 -4.059  0.00
H64 5.257 0.514 -5.299  0.00
H65 2.955 1.091 -0.951  0.00
H66 3.015 2.328 -2.002  0.01
C25 0.809 0.932 -5.832  0.03
C26 0.496 -0.214 -4.793  0.03
O7 -0.341 0.279 -3.730  0.04
H67 -0.072 1.415 -6.255  0.01
H68 1.344 0.543 -6.698  0.00
H69 1.538 1.642 -5.439  0.00
H70 1.391 -0.699 -4.404  0.00
H71 -0.035 -0.939 -5.409  0.02
H72 -0.839 -0.504 -3.483  0.02
C27 -2.060 1.850 3.526  0.03
C28 -2.166 3.333 4.070  0.05
O8 -2.751 3.214 5.370  0.01
H73 -3.060 1.439 3.389  0.00
H74 -1.358 1.230 4.083  0.01
H75 -1.720 1.809 2.492  0.01
H76 -2.841 3.951 3.478  0.01
H77 -1.221 3.869 4.153  0.01
H78 -2.110 2.744 5.908  0.01
C29 -0.925 -0.399 0.279  0.03
C30 0.371 0.129 -0.240  0.02
O9 1.253 -0.984 -0.314  0.00
H79 -1.258 -1.289 -0.254  0.01
H80 -1.695 0.372 0.316  0.02
H81 -0.734 -0.880 1.238  0.00
H82 0.804 0.870 0.432  0.00
H83 0.210 0.543 -1.235  0.01
H84 1.927 -1.136 0.353  0.00



3.
This record from the OMol25 dataset describes a 12-piece molecular cluster, C30H84O12 overall in a non-equilibrium geometry. The level of theory is ωB97M-V/def2-TZVPD.

* Kohn-Sham gap: 9.5 eV
* SMILES: CC(C)O.CC(C)O.CC(C)O.CC(C)O.CC(C)O.CC(C)O.CCO.CCO.CCO.CCO.CCO.CCO
* HOMO level: -9.19 eV
* LUMO level: 0.29 eV
* charge: 0

Each line ends with the Löwdin charge.
Cartesian coordinates (Å):
C1 -5.533 4.129 -1.080  -0.05
C2 -5.668 2.761 -1.708  -0.50
C3 -4.834 1.727 -0.997  -0.06
O1 -7.027 2.310 -1.698  -0.05
H1 -4.492 4.451 -1.129  0.08
H2 -5.828 4.064 -0.031  0.09
H3 -6.140 4.861 -1.613  0.08
H4 -5.349 2.811 -2.756  0.13
H5 -3.759 1.914 -0.946  0.06
H6 -4.875 0.771 -1.539  0.07
H7 -5.197 1.494 0.007  0.09
H8 -7.593 3.020 -1.378  0.08
C4 2.872 0.857 -3.565  -0.06
C5 4.357 1.030 -3.754  -0.50
C6 4.912 0.015 -4.740  -0.06
O2 4.548 2.359 -4.235  -0.04
H9 2.581 -0.132 -3.202  0.08
H10 2.343 1.052 -4.500  0.08
H11 2.487 1.555 -2.818  0.07
H12 4.875 0.873 -2.800  0.13
H13 4.477 0.144 -5.733  0.09
H14 4.659 -1.000 -4.417  0.06
H15 5.997 0.087 -4.843  0.08
H16 5.429 2.660 -4.002  0.09
C7 2.088 0.019 4.159  -0.05
C8 2.490 1.439 4.553  -0.49
C9 1.395 2.442 4.312  -0.05
O3 2.942 1.484 5.906  -0.04
H17 2.024 -0.105 3.075  0.07
H18 1.150 -0.287 4.625  0.06
H19 2.882 -0.653 4.497  0.08
H20 3.351 1.702 3.931  0.13
H21 0.451 2.190 4.799  0.08
H22 1.176 2.510 3.238  0.07
H23 1.702 3.444 4.610  0.09
H24 2.386 0.902 6.433  0.09
C10 -1.867 2.805 -2.945  -0.06
C11 -0.523 2.675 -3.593  -0.51
C12 -0.645 2.149 -5.015  -0.05
O4 0.085 3.959 -3.573  -0.04
H25 -2.476 3.554 -3.462  0.09
H26 -1.761 3.210 -1.931  0.08
H27 -2.409 1.866 -2.851  0.07
H28 0.080 1.964 -3.010  0.11
H29 0.329 2.045 -5.498  0.07
H30 -1.267 2.823 -5.609  0.09
H31 -1.153 1.180 -5.028  0.08
H32 0.923 3.906 -4.044  0.09
C13 -0.750 -2.523 4.905  -0.07
C14 -1.864 -3.343 5.506  -0.51
C15 -2.134 -4.642 4.770  -0.06
O5 -1.490 -3.580 6.862  -0.05
H33 -0.834 -2.443 3.822  0.07
H34 0.204 -2.995 5.154  0.09
H35 -0.745 -1.533 5.361  0.07
H36 -2.791 -2.749 5.478  0.13
H37 -2.449 -4.477 3.739  0.07
H38 -2.920 -5.204 5.283  0.08
H39 -1.245 -5.278 4.734  0.09
H40 -2.117 -4.202 7.244  0.08
C16 0.736 0.790 -0.443  -0.06
C17 -0.298 -0.267 -0.727  -0.44
C18 -0.103 -1.500 0.132  -0.03
O6 -1.627 0.257 -0.528  -0.09
H41 0.951 0.890 0.623  0.08
H42 0.499 1.787 -0.825  0.08
H43 1.678 0.520 -0.920  0.06
H44 -0.234 -0.577 -1.780  0.14
H45 -0.816 -2.281 -0.141  0.05
H46 -0.198 -1.280 1.198  0.08
H47 0.901 -1.918 0.011  0.07
H48 -2.239 -0.420 -0.855  0.05
C19 5.266 -0.577 1.923  -0.07
C20 4.285 0.173 1.040  -0.31
O7 3.397 -0.737 0.404  -0.11
H49 4.691 -1.022 2.740  0.07
H50 6.006 0.062 2.411  0.08
H51 5.790 -1.368 1.387  0.07
H52 4.775 0.803 0.282  0.11
H53 3.695 0.871 1.638  0.09
H54 3.940 -1.370 -0.085  0.03
C21 -1.251 -5.247 -0.816  -0.09
C22 -1.501 -4.889 0.645  -0.34
O8 -2.037 -5.967 1.388  -0.08
H55 -0.454 -5.987 -0.917  0.07
H56 -0.951 -4.364 -1.386  0.06
H57 -2.159 -5.643 -1.275  0.07
H58 -2.170 -4.033 0.702  0.10
H59 -0.545 -4.579 1.091  0.11
H60 -1.425 -6.708 1.347  0.09
C23 3.141 -3.775 -1.317  -0.08
C24 4.420 -3.444 -2.030  -0.29
O9 5.016 -2.315 -1.370  -0.10
H61 2.649 -4.633 -1.775  0.08
H62 2.464 -2.919 -1.340  0.06
H63 3.317 -4.021 -0.268  0.09
H64 4.229 -3.214 -3.083  0.11
H65 5.120 -4.286 -2.012  0.11
H66 5.714 -1.958 -1.927  0.09
C25 -4.085 -3.165 -3.421  -0.07
C26 -3.679 -1.769 -2.997  -0.30
O10 -3.340 -1.707 -1.616  -0.10
H67 -4.954 -3.475 -2.835  0.08
H68 -3.273 -3.863 -3.216  0.07
H69 -4.324 -3.204 -4.482  0.08
H70 -4.467 -1.046 -3.236  0.11
H71 -2.795 -1.439 -3.545  0.12
H72 -4.097 -1.970 -1.082  0.10
C27 1.457 5.563 -0.237  -0.08
C28 1.178 4.771 1.033  -0.34
O11 -0.179 4.898 1.394  -0.09
H73 2.527 5.707 -0.405  0.07
H74 1.013 6.552 -0.114  0.07
H75 1.016 5.073 -1.104  0.06
H76 1.837 5.099 1.847  0.10
H77 1.412 3.706 0.879  0.10
H78 -0.566 4.013 1.405  0.02
C29 -1.767 0.806 2.991  -0.09
C30 -2.141 2.110 2.323  -0.28
O12 -1.302 2.374 1.209  -0.12
H79 -2.076 -0.080 2.427  0.07
H80 -2.211 0.663 3.982  0.08
H81 -0.685 0.743 3.123  0.05
H82 -2.014 2.945 3.014  0.12
H83 -3.194 2.100 2.019  0.11
H84 -1.426 1.679 0.542  0.04



Here are the calculated energy relative to the best compared isomer or geometry (same formula, charge and spin) numbers, same order: 0.00 0.00 4.67 (kcal per mole).
Here are the calculated energy numbers, same order: -80480.49533 -59832.68952 -57041.40044 (eV).